The following is a quantum chemistry calculation of a molecular structure, C30H35BrIrN3O4Se, from the Open Molecules 2025 dataset.

CARTESIAN COORDINATES (ANGSTROEM)
1 Ir -0.022 0.306 0.424
2 Br -0.556 2.436 6.894
3 Se -2.652 0.309 -0.494
4 O 0.036 -1.922 0.382
5 O 1.502 2.540 -0.963
6 O 6.356 -2.151 1.351
7 O 2.176 -0.214 0.501
8 N -2.691 -0.631 -3.188
9 N -2.027 1.464 -3.053
10 N -0.272 1.110 2.457
11 C 4.266 -1.138 0.786
12 C -4.052 3.525 -0.623
13 C -2.835 3.798 -2.854
14 C -5.699 -1.243 -2.636
15 C 7.088 -0.957 1.063
16 C 2.230 -2.553 1.055
17 C 3.060 -3.583 1.466
18 C -3.227 -1.953 -2.848
19 C -2.370 -0.919 -5.681
20 C -0.440 1.900 5.102
21 C -1.953 1.107 -4.387
22 C -1.242 0.629 3.255
23 C 0.567 2.399 4.279
24 C 0.699 1.794 -0.719
25 C -2.361 -0.232 -4.470
26 C 4.434 -3.421 1.568
27 C -1.718 2.799 -2.545
28 C 2.844 -1.254 0.756
29 C -1.545 1.817 -5.513
30 C 0.787 -2.745 0.940
31 C -2.453 0.397 -2.356
32 C 0.169 -3.981 1.521
33 C 0.617 1.980 2.969
34 C -1.553 1.133 -6.709
35 C -5.958 -1.613 -1.180
36 C -1.962 -0.212 -6.792
37 C -1.362 0.998 4.574
38 C 5.054 -2.180 1.218
39 C -4.153 3.491 -2.144
40 C -4.669 -2.127 -3.339
41 H 2.641 -4.553 1.694
42 H -1.558 2.735 -1.467
43 H 0.422 -4.076 2.577
44 H -4.559 2.531 -2.482
45 H 1.383 2.350 2.300
46 H -4.938 -3.175 -3.191
47 H 6.760 -0.137 1.704
48 H -4.699 -1.932 -4.413
49 H 8.126 -1.188 1.272
50 H -1.225 2.849 -5.464
51 H -5.424 -0.184 -2.724
52 H -5.037 3.545 -0.161
53 H -1.957 -0.703 -7.755
54 H 0.548 -4.869 1.010
55 H -3.165 -2.089 -1.767
56 H -2.678 -1.952 -5.757
57 H -3.495 4.401 -0.285
58 H -1.945 -0.067 2.813
59 H -2.587 -2.698 -3.321
60 H -6.789 -1.030 -0.786
61 H -1.229 1.635 -7.609
62 H -2.485 4.786 -2.546
63 H -5.097 -1.412 -0.538
64 H -0.789 3.123 -3.018
65 H 6.980 -0.673 0.015
66 H -0.910 -3.949 1.404
67 H 1.297 3.104 4.649
68 H -2.162 0.595 5.180
69 H 5.072 -4.229 1.905
70 H -4.875 4.244 -2.461
71 H -2.996 3.830 -3.933
72 H -3.540 2.634 -0.224
73 H -6.636 -1.351 -3.185
74 H 4.682 -0.179 0.513
75 H -6.206 -2.671 -1.084

Values from the calculation:
- Net charge: +3
- Frontier orbital gap (spin up / spin down): 0.3017 / 0.1789 hartree
- Lowest unoccupied orbital energy (spin up / spin down): -8.24 / -11.84 eV
- HOMO energy (spin up / spin down): -16.45 / -16.70 eV
- Energy relative to the best compared isomer or geometry (same formula, charge and spin): 38.7 kJ/mol
- E_tot: -6708.13835 Eh
- 2S+1: 6


The following is a quantum chemistry calculation of 2 unconnected molecules or ions with the total composition C5H14N2O, from the Open Molecules 2025 dataset.

CARTESIAN COORDINATES (ANGSTROEM)
1 O 2.432 1.107 2.702
2 N 0.584 2.333 -0.273
3 N -0.393 -3.554 -0.802
4 C -0.288 0.186 -1.146
5 C 0.071 -1.199 -0.771
6 C -1.735 1.604 0.367
7 C -0.795 -2.212 -0.878
8 C -0.260 1.187 0.070
9 H -2.103 2.485 -0.157
10 H -1.082 -4.233 -0.574
11 H -1.856 -2.041 -0.980
12 H -1.920 1.659 1.452
13 H 1.686 0.947 2.102
14 H 0.093 0.659 0.955
15 H 0.424 3.097 0.372
16 H 3.097 0.487 2.408
17 H -1.265 0.231 -1.619
18 H 0.425 2.534 -1.252
19 H 0.433 0.628 -1.846
20 H 1.138 -1.351 -0.627
21 H -2.458 0.801 0.259
22 H 0.513 -3.676 -0.368

Values from the calculation:
- Frontier orbital gap: 0.3314 hartree
- Lowest unoccupied orbital energy: 0.97 eV
- SMILES: C[C@H](N)C/C=C/N.O
- HOMO energy: -8.05 eV
- Energy relative to the best compared isomer or geometry (same formula, charge and spin): 226.5 kJ/mol
- E_tot: -383.61443 Eh
- 2S+1: 1


The following is a quantum chemistry calculation of a molecular structure, C29H29F3GeMnN2O3Se2, from the Open Molecules 2025 dataset.

CARTESIAN COORDINATES (ANGSTROEM)
1 Se 0.075 2.916 0.589
2 Se 1.740 0.496 0.574
3 Ge 0.004 -1.989 0.550
4 Mn -0.764 0.544 0.576
5 F -0.616 1.791 3.230
6 F -1.925 0.024 3.206
7 F 0.250 -0.195 3.224
8 O 1.894 2.364 2.963
9 O 4.430 4.196 -0.814
10 O -2.081 -0.375 0.569
11 N -6.686 5.033 0.338
12 N -2.389 1.790 0.578
13 C -2.873 -2.923 0.339
14 C 0.915 -2.398 2.228
15 C -0.071 -1.596 -4.990
16 C -1.173 -4.629 0.392
17 C 3.027 3.170 0.931
18 C -2.153 -5.615 0.298
19 C 3.222 1.767 0.315
20 C -3.850 -3.920 0.245
21 C -1.512 -3.266 0.416
22 C 2.458 -2.714 -0.771
23 C -0.758 0.539 2.719
24 C -0.964 -1.362 -3.936
25 C 2.932 -2.720 -3.138
26 C -3.029 2.052 -0.597
27 C 1.210 -2.042 -4.730
28 C 1.627 -2.267 -3.403
29 C 3.339 -2.939 -1.836
30 C -3.985 3.227 1.684
31 C 4.265 4.031 0.583
32 C 1.161 -2.267 -0.995
33 C 0.727 -2.035 -2.328
34 C -2.893 2.393 1.695
35 C -5.758 4.333 0.390
36 C -4.624 3.478 0.454
37 C 2.973 3.114 2.477
38 C -4.125 2.869 -0.711
39 C -3.490 -5.261 0.224
40 C 1.778 3.860 0.335
41 C -0.574 -1.577 -2.626
42 H 4.134 1.304 0.726
43 H 1.951 2.392 3.930
44 H 1.786 -1.745 2.344
45 H 3.916 2.666 2.850
46 H 1.241 -3.453 2.222
47 H 1.669 4.869 0.764
48 H 5.075 3.538 -1.108
49 H -4.583 3.032 -1.678
50 H 4.167 5.037 1.028
51 H -2.609 1.560 -1.468
52 H -4.896 -3.643 0.186
53 H 2.894 4.148 2.867
54 H -2.384 2.180 2.606
55 H 4.346 -3.288 -1.639
56 H 3.349 1.853 -0.774
57 H 3.629 -2.901 -3.948
58 H -0.386 -1.424 -6.013
59 H 5.179 3.590 1.027
60 H 2.807 -2.896 0.238
61 H -4.336 3.674 2.606
62 H 1.900 3.970 -0.752
63 H 0.229 -2.241 3.061
64 H -3.179 -1.900 0.352
65 H -1.298 -1.380 -1.846
66 H -0.131 -4.925 0.448
67 H -1.966 -1.011 -4.148
68 H -4.252 -6.028 0.150
69 H -1.869 -6.661 0.282
70 H 1.887 -2.216 -5.558

Values from the calculation:
- Net charge: -2
- Frontier orbital gap (spin up / spin down): 0.1318 / 0.1814 hartree
- Lowest unoccupied orbital energy (spin up / spin down): 4.15 / 4.14 eV
- HOMO energy (spin up / spin down): 0.57 / -0.79 eV
- Energy relative to the best compared isomer or geometry (same formula, charge and spin): 298.2 kJ/mol
- E_tot: -9787.90254 Eh
- 2S+1: 6


The following is a quantum chemistry calculation of 9 unconnected molecules or ions with the total composition C4H27NO8S2, from the Open Molecules 2025 dataset.

CARTESIAN COORDINATES (ANGSTROEM)
1 S 3.313 2.010 0.136
2 S 1.826 1.678 -1.205
3 O 1.090 -0.925 3.781
4 O -3.849 1.397 0.104
5 O -2.873 0.100 -2.838
6 O 4.060 -2.255 -1.372
7 O 3.262 -1.130 0.980
8 O 0.781 1.473 2.428
9 O -2.747 3.560 -1.156
10 O -2.210 2.083 2.703
11 N 0.069 -0.628 0.271
12 C 0.256 -2.189 -1.679
13 C 1.476 -0.173 -1.686
14 C -1.329 -0.994 0.693
15 C 0.196 -0.722 -1.159
16 H -0.799 -0.257 -1.651
17 H -1.387 1.550 2.449
18 H -4.560 1.018 0.625
19 H -1.878 0.050 0.636
20 H -0.724 -2.797 -1.439
21 H 0.502 -2.281 -2.736
22 H 2.629 -1.663 1.448
23 H -2.497 0.796 -3.409
24 H 4.477 1.658 -0.385
25 H 0.896 0.016 3.787
26 H -2.087 2.990 3.264
27 H -2.744 -0.704 -3.415
28 H -3.207 2.910 -0.551
29 H -3.794 0.894 -0.713
30 H 0.789 -1.246 0.622
31 H -1.946 -1.629 -0.024
32 H 3.372 -0.377 1.383
33 H 1.495 -0.245 -2.804
34 H 3.334 -2.256 -1.963
35 H 0.716 2.322 1.982
36 H 3.906 -1.765 -0.595
37 H 2.255 -0.764 -1.331
38 H -2.537 3.207 -1.954
39 H -1.431 -1.313 1.671
40 H 0.443 -1.207 4.361
41 H 0.708 0.770 1.816
42 H 0.748 -2.960 -1.078

Values from the calculation:
- Frontier orbital gap: 0.3215 hartree
- Lowest unoccupied orbital energy: -0.05 eV
- SMILES: CN[C@H](C)CSS.O.O.O.O.O.O.O.O
- HOMO energy: -8.80 eV
- Energy relative to the best compared isomer or geometry (same formula, charge and spin): 276.9 kJ/mol
- E_tot: -1621.53556 Eh
- 2S+1: 1


The following is a quantum chemistry calculation of C6H9N in the gas phase, from the Open Molecules 2025 dataset.

CARTESIAN COORDINATES (ANGSTROEM)
1 N 1.953 -0.515 1.190
2 C -1.487 1.603 -1.313
3 C 0.719 0.113 0.730
4 C 0.672 -0.973 1.733
5 C -1.087 0.176 -1.033
6 C -1.903 -0.841 -1.051
7 C 0.364 -0.166 -0.713
8 H 0.375 -1.970 1.417
9 H -0.966 1.959 -2.210
10 H 0.575 -1.222 -0.912
11 H 0.501 1.120 1.085
12 H -2.563 1.695 -1.486
13 H -1.214 2.259 -0.478
14 H 0.418 -0.734 2.763
15 H 2.433 0.079 1.860
16 H 0.997 0.417 -1.394

Values from the calculation:
- Frontier orbital gap: 0.3547 hartree
- Lowest unoccupied orbital energy: -0.05 eV
- HOMO energy: -9.71 eV
- Energy relative to the best compared isomer or geometry (same formula, charge and spin): 473.3 kJ/mol
- E_tot: -288.60178 Eh
- 2S+1: 1


The following is a quantum chemistry calculation of a molecular structure, C18H17Cl2N5ScSe, from the Open Molecules 2025 dataset.

CARTESIAN COORDINATES (ANGSTROEM)
1 Se 1.973 0.187 7.301
2 Sc 0.826 0.255 -0.223
3 Cl -1.197 1.409 -1.249
4 Cl 1.425 1.583 -2.392
5 N 0.035 -0.738 1.502
6 N 2.148 -1.267 -0.839
7 N 1.518 1.567 1.290
8 N 1.067 -0.852 6.226
9 N 2.382 1.330 6.042
10 C -0.319 -2.050 3.925
11 C 1.111 -0.325 5.027
12 C 1.973 1.578 3.657
13 C 4.002 -2.954 -1.502
14 C 5.151 -2.095 -2.101
15 C -0.715 -1.845 1.587
16 C 3.467 -3.957 -2.545
17 C 1.851 0.901 4.924
18 C 4.489 -3.681 -0.227
19 C -0.919 -2.524 2.778
20 C 2.637 2.806 3.517
21 C -0.285 2.010 -2.663
22 C 2.719 3.392 2.271
23 C 0.469 -0.891 3.867
24 C 0.620 -0.242 2.636
25 C 1.391 0.990 2.528
26 C 2.972 -2.025 -1.136
27 C 2.161 2.739 1.185
28 H 3.147 -3.454 -3.456
29 H 3.067 3.268 4.397
30 H 5.972 -2.771 -2.335
31 H 2.643 -4.547 -2.147
32 H 5.309 -4.334 -0.520
33 H -1.542 -3.408 2.790
34 H -1.179 -2.202 0.674
35 H -0.388 3.088 -2.736
36 H 4.844 -1.598 -3.020
37 H 4.862 -2.975 0.515
38 H 3.215 4.342 2.128
39 H 5.510 -1.357 -1.384
40 H -0.644 1.512 -3.559
41 H 2.235 3.175 0.196
42 H 3.704 -4.295 0.212
43 H -0.444 -2.541 4.883
44 H 4.280 -4.636 -2.797

Values from the calculation:
- Net charge: +3
- Frontier orbital gap: 0.2316 hartree
- Lowest unoccupied orbital energy: -10.89 eV
- HOMO energy: -17.19 eV
- E_tot: -5051.57213 Eh
- 2S+1: 1